Molecular formula: C29H24ClN7O2ReS3
Method: DFT, ωB97M-V/def2-TZVPD

```
67
Properties=species:S:1:pos:R:3:forces:R:3:mulliken_spin:R:1
Re 0.189900 0.218976 -0.449280 0.99 -1.63 0.70 1.3185
C 1.121826 2.009172 2.841627 -0.31 0.23 -0.13 -0.0059
C 0.833231 2.345451 1.562680 0.14 0.15 0.19 0.0505
C 1.621081 1.493414 0.639697 -0.50 -0.08 -0.49 0.0167
C 2.452781 0.678104 1.549649 -0.05 0.00 0.23 -0.0131
C 2.128277 0.973663 2.832893 0.18 -0.08 -0.19 0.0166
H 0.693995 2.452938 3.729559 0.01 0.01 0.00 0.0009
H 0.172768 3.139806 1.239906 -0.04 -0.05 0.03 -0.0025
H 2.202787 2.067521 -0.090410 -0.03 -0.06 -0.08 0.0033
H 3.214218 -0.024312 1.251744 -0.03 0.11 0.00 -0.0079
H 2.587910 0.552692 3.716331 0.04 -0.01 -0.02 -0.0001
N -2.465399 3.191480 -1.549776 -0.07 -0.07 0.12 0.0172
C -1.531292 3.670520 -2.457548 0.38 -0.13 -0.07 -0.0033
C -1.584343 4.701282 -3.386515 -0.08 0.08 -0.01 0.0044
C -0.431664 4.946493 -4.103512 -0.04 -0.01 0.03 -0.0009
C 0.735390 4.195317 -3.897241 0.04 -0.01 -0.01 0.0004
C 0.783612 3.163284 -2.984193 0.03 -0.10 0.00 0.0037
C -0.379220 2.895113 -2.264900 -0.07 0.35 -0.18 0.0107
N -0.650474 1.966219 -1.267149 -0.35 -0.29 0.26 -0.0025
C -1.901140 2.192477 -0.858428 0.17 0.20 -0.21 0.0063
C -2.410000 1.436117 0.265239 -0.36 -0.07 0.29 0.0275
C -3.597629 1.469343 0.925484 0.09 0.02 -0.02 0.0104
S -3.564212 0.391745 2.248551 0.20 0.00 -0.10 -0.0022
C -1.965983 -0.056244 1.854311 -0.14 0.06 0.11 -0.0056
N -1.489856 0.552487 0.804023 -0.13 0.18 0.02 -0.0100
H -3.390166 3.567368 -1.412799 -0.01 -0.02 0.06 0.0000
H -2.477523 5.293722 -3.533351 0.01 -0.01 0.00 0.0000
H -0.420176 5.744092 -4.833162 -0.01 0.00 0.01 0.0001
H 1.622317 4.447194 -4.462468 0.00 -0.03 0.00 0.0000
H 1.690722 2.596125 -2.824097 0.00 0.04 0.02 0.0018
H -4.470887 2.066329 0.715615 0.02 0.00 0.00 0.0006
H -1.396194 -0.766044 2.438027 -0.02 -0.04 -0.01 0.0001
Cl 5.411122 -0.562598 -2.645939 0.04 -0.02 0.02 -0.0011
C 3.735868 -0.400334 -2.943028 -0.19 -0.03 0.00 -0.0022
C 3.221419 -0.453324 -4.232424 0.00 0.03 0.05 0.0094
C 1.854261 -0.303032 -4.401596 0.03 -0.01 0.04 -0.0049
C 1.052412 -0.099183 -3.297278 0.03 -0.07 -0.25 0.0093
N 1.549441 -0.052644 -2.047045 0.00 0.19 -0.16 -0.0109
C 2.870414 -0.211402 -1.877497 0.30 0.07 0.14 0.0305
H 3.879304 -0.602636 -5.077960 0.01 -0.02 0.01 0.0003
H 1.411425 -0.350679 -5.386042 -0.01 0.05 0.00 -0.0002
H -0.012358 0.046767 -3.412497 -0.02 -0.05 0.11 0.0003
H 3.248179 -0.189798 -0.864441 -0.04 0.04 -0.01 -0.0071
N -1.665046 -3.351485 6.248346 -0.02 0.03 -0.06 -0.0138
C -1.053346 -3.185459 5.057004 0.00 0.01 -0.09 -0.0126
C -1.294307 -4.083844 3.995476 -0.02 0.01 -0.01 -0.0058
C -0.629875 -3.947466 2.801440 -0.05 -0.04 -0.01 -0.0058
C 0.267820 -2.893221 2.626379 0.36 0.06 -0.61 -0.0049
C 0.494670 -1.971352 3.649234 0.13 0.09 0.05 0.0009
C -0.168228 -2.106444 4.844913 -0.04 0.03 0.01 0.0001
S 1.259937 -2.817363 1.185269 0.16 -0.41 0.92 0.0162
O 2.466000 -2.118764 1.457425 -0.03 -0.07 -0.15 -0.0038
O 1.274748 -4.090991 0.531400 -0.26 0.19 -0.10 0.0046
N 0.377249 -1.779104 0.124167 -0.06 1.80 -0.42 -0.2233
C -0.533317 -2.318193 -0.725335 -0.92 -1.01 -0.69 0.0548
S -0.910307 -3.983221 -1.074842 -0.09 0.57 -0.02 -0.0515
C -2.092362 -3.442393 -2.184965 0.13 0.05 0.06 -0.1040
C -2.117060 -2.076151 -2.265985 -0.18 -0.12 -0.19 -0.0239
N -1.248238 -1.450798 -1.446702 0.78 0.11 0.69 -0.0765
H -2.206271 -4.177997 6.427769 -0.01 -0.02 0.04 0.0005
H -1.392235 -2.800836 7.042506 -0.01 0.01 0.03 0.0005
H -1.980383 -4.908349 4.141342 0.03 -0.02 0.01 0.0000
H -0.767794 -4.675230 2.014432 -0.03 -0.05 -0.02 -0.0008
H 1.213536 -1.173581 3.496163 -0.10 -0.10 0.05 -0.0024
H 0.012461 -1.404642 5.649295 0.04 0.00 0.00 0.0005
H -2.695827 -4.143857 -2.739814 0.02 0.02 0.01 -0.0033
H -2.757971 -1.492240 -2.909681 -0.03 -0.07 -0.01 -0.0044
```
Forces are in eV/Å.

Kohn-Sham gap (spin up / spin down): 4.273 / 5.941 eV
2S+1: 2
Calculated total energy: -92132.0210 eV
Net charge: +2
Relative energy (zero: lowest compared OMol25 entry of this formula, charge and spin): 143.55 kJ/mol



Molecular formula: C36H39BaBr2ClN2O8P2
Method: DFT, ωB97M-V/def2-TZVPD

```
91
Properties=species:S:1:pos:R:3:forces:R:3:lowdin_charge:R:1
Ba -0.436798 -1.364066 1.154318 1.34 -6.34 3.43 1.6584
Br -1.260700 -2.960272 4.012264 -0.25 0.09 -0.19 0.0979
C -2.471828 -4.113527 2.665090 -0.08 0.16 0.10 -0.5448
Br 0.950328 -4.344517 1.258466 0.32 -0.07 -0.17 -0.2587
H -2.280133 -3.576771 1.708411 0.04 0.08 0.25 -0.1812
H -1.747926 -4.934582 2.585138 -0.03 -0.04 -0.02 -0.1620
N 0.490420 -4.160051 -2.271463 -0.01 0.00 0.02 -0.0061
C -0.907453 -4.612583 -2.282684 0.11 0.08 -0.07 -0.2945
C -1.804882 -3.513541 -2.839273 -0.02 -0.07 0.09 -0.1095
C -2.267889 -2.508521 -1.787926 -0.50 -0.07 0.09 -0.6720
O -3.246916 -1.774369 -2.038255 0.19 0.03 -0.09 -0.0417
O -1.625845 -2.492339 -0.693202 -0.33 0.10 -0.64 -0.3209
H 1.026844 -4.814729 -1.707858 0.00 0.01 0.01 0.0140
H 0.522318 -3.324321 -1.688885 -0.01 0.00 -0.01 0.0093
H -1.249485 -4.889285 -1.279618 -0.03 -0.03 -0.02 0.0993
H -0.976376 -5.494957 -2.927860 0.01 -0.01 0.01 0.0948
H -2.701970 -3.908528 -3.320980 0.00 -0.03 0.01 0.1073
H -1.242346 -2.968702 -3.605845 -0.06 0.02 -0.02 0.0962
O -1.383821 0.380997 2.639500 0.23 1.79 -1.11 -0.5245
P -1.683730 1.253015 1.433870 -2.37 -0.25 0.04 0.7271
C -1.562814 0.425381 -0.361366 1.03 0.73 0.43 -0.3855
P 0.206885 0.177544 -1.268357 -1.33 -0.33 -1.00 0.7914
O 1.056608 -0.980440 -0.776610 -0.23 2.31 -0.66 -0.5290
C -0.164884 -0.278259 -2.984435 -0.14 0.19 -0.02 -0.2773
C -1.386452 -0.120579 -3.631932 -0.04 0.02 0.07 -0.1099
C -1.509402 -0.456569 -4.971072 0.02 0.01 -0.04 -0.0798
C -0.416392 -0.953133 -5.667944 -0.02 0.02 0.03 -0.0941
C 0.793893 -1.141490 -5.016659 0.02 0.00 0.00 -0.0760
C 0.921239 -0.812473 -3.675981 0.01 -0.01 -0.02 -0.0563
C 0.600872 1.989556 -1.436959 0.24 -0.09 0.13 -0.2460
C 1.448691 2.733333 -0.615646 -0.02 0.11 0.15 -0.0893
C 1.671877 4.081152 -0.852053 -0.05 0.00 -0.02 -0.0662
C 1.026730 4.732228 -1.891333 0.01 -0.05 -0.01 -0.1015
C 0.135353 4.022244 -2.679144 -0.02 0.03 0.00 -0.0914
C -0.070555 2.667222 -2.457068 -0.02 0.00 0.01 -0.0850
C -3.511161 1.353563 1.391216 -0.05 -0.21 -0.41 -0.2526
C -4.178059 0.130873 1.204642 0.00 0.19 0.15 -0.0511
C -5.547823 0.102461 1.025252 -0.07 0.05 0.01 -0.0534
C -6.280344 1.284290 1.047027 -0.02 -0.09 0.00 -0.0930
C -5.640584 2.486740 1.287581 0.07 0.05 0.05 -0.0976
C -4.259565 2.520024 1.455761 0.00 0.14 0.03 -0.0819
C -1.127394 2.958881 1.516405 -0.03 -0.08 -0.04 -0.2920
C -0.524670 3.390613 2.691914 0.09 -0.01 0.02 -0.0604
C -0.217563 4.734002 2.851015 0.00 0.02 -0.02 -0.0691
C -0.531816 5.642489 1.849206 -0.01 -0.03 0.00 -0.0844
C -1.162675 5.212986 0.688646 -0.05 0.00 0.03 -0.0876
C -1.465726 3.871771 0.522528 0.08 0.01 -0.05 -0.1033
H -2.156360 1.061526 -1.017772 0.06 0.13 0.04 0.0615
H -2.109868 -0.549959 -0.253681 0.05 0.91 -0.88 -0.0237
H -2.262689 0.201988 -3.084775 0.02 0.01 -0.03 0.0981
H -2.467619 -0.345902 -5.462510 -0.01 -0.03 0.01 0.1036
H -0.516405 -1.217365 -6.713827 0.00 -0.01 0.00 0.0948
H 1.639505 -1.563799 -5.543714 -0.01 -0.01 0.00 0.1016
H 1.853268 -0.987944 -3.153854 0.00 -0.01 0.00 0.1167
H 1.949819 2.277918 0.221640 -0.11 0.14 -0.10 0.0744
H 2.354576 4.617412 -0.205147 0.00 0.01 0.00 0.1117
H 1.209378 5.783351 -2.079863 -0.01 0.01 0.01 0.0985
H -0.399275 4.510547 -3.484763 0.01 0.01 -0.01 0.0985
H -0.771088 2.154245 -3.097267 0.05 -0.10 -0.08 0.0907
H -3.657377 -0.819239 1.216723 0.11 0.00 -0.05 0.1154
H -6.035190 -0.848628 0.858660 0.00 0.00 0.01 0.1140
H -7.350631 1.262030 0.881935 0.00 -0.01 0.03 0.0960
H -6.209003 3.407607 1.338454 0.01 0.00 0.00 0.0940
H -3.773348 3.468380 1.649253 0.01 0.00 -0.07 0.0950
H -0.302906 2.671953 3.471085 0.00 -0.02 -0.03 0.1129
H 0.263008 5.069534 3.760857 0.01 0.00 0.00 0.1026
H -0.287373 6.690137 1.974333 -0.01 0.01 0.00 0.0981
H -1.419679 5.921252 -0.088574 0.03 -0.01 -0.01 0.1048
H -1.958936 3.537886 -0.382811 0.03 0.00 0.01 0.1145
N 2.616574 -2.758156 3.928690 -0.35 -0.24 0.06 0.0942
C 3.880291 -2.653390 3.362198 0.05 0.08 0.19 -0.3357
C 4.448389 -3.709832 2.644766 -0.01 0.00 -0.02 -0.0543
C 5.757166 -3.628608 2.197438 -0.01 -0.01 0.01 -0.1128
C 6.530128 -2.499489 2.439212 0.00 0.01 -0.02 -0.1395
C 5.959959 -1.435763 3.128589 0.01 0.01 -0.04 -0.1279
C 4.658121 -1.511721 3.590047 -0.06 0.04 -0.07 -0.0603
H 1.974822 -1.995975 3.746986 0.25 0.24 0.07 0.0541
H 2.117245 -3.605563 3.678028 0.07 0.03 -0.24 0.0039
H 3.823812 -4.559255 2.396113 0.01 -0.01 0.02 0.0679
H 6.170859 -4.453908 1.628168 0.00 0.00 0.00 0.0902
H 7.547547 -2.436680 2.071879 0.00 0.00 0.00 0.0792
H 6.534243 -0.532533 3.302911 -0.01 0.00 -0.01 0.0909
H 4.216928 -0.680546 4.128673 0.00 -0.01 0.01 0.1066
O 3.215898 0.846613 -0.956054 0.10 -0.10 -0.15 -0.3110
Cl 3.782124 0.344958 0.252063 0.17 -0.55 0.49 0.7742
O 4.988950 1.026721 0.573901 -0.01 -0.04 -0.03 -0.2848
O 2.881484 0.767771 1.457852 -0.03 0.93 -0.34 -0.3939
O 3.903800 -1.056666 0.254706 -0.02 -0.08 -0.02 -0.2340
C 1.392515 0.468526 1.757328 0.40 -0.01 0.18 -0.2761
H 1.272114 1.296515 2.466306 0.06 -0.07 0.12 0.0147
H 0.729146 0.811287 0.887973 1.10 0.35 0.39 -0.0855
```
Forces are in eV/Å.

Kohn-Sham gap: 4.080 eV
Calculated total energy: -229197.2601 eV
Net charge: -2
Relative energy (zero: lowest compared OMol25 entry of this formula, charge and spin): 526.01 kJ/mol



Molecular formula: C5H13NP
Method: DFT, ωB97M-V/def2-TZVPD

```
20
Properties=species:S:1:pos:R:3:forces:R:3:nbo_charge:R:1
C 0.131895 -0.199765 1.868724 0.02 3.18 -1.31 0.4067
C -0.753725 -1.311461 2.140722 0.66 -0.86 -1.81 -0.7154
C 1.258193 1.532918 -0.938647 -1.14 1.44 3.17 -0.9350
C -1.652082 0.606931 -1.194325 0.82 -1.74 0.55 -0.9174
C 0.643138 -1.148756 -1.311398 -0.53 -0.49 4.03 -0.9204
N 0.746683 0.597572 2.542652 0.17 -0.14 0.38 -0.5542
P -0.027287 0.307785 -0.379727 1.87 -1.50 -0.58 1.1018
H -0.059523 -2.096412 2.332918 0.30 -1.13 0.63 0.2745
H -1.438489 -1.173795 2.932928 -0.61 0.33 0.84 0.2814
H -1.213193 -1.597938 1.196696 -0.50 -0.07 0.28 0.2372
H 0.910034 2.428408 -0.289207 1.03 -0.71 -1.49 0.2398
H 1.256754 1.745304 -1.982968 -0.45 0.21 -0.75 0.2673
H 2.307436 1.299114 -0.653630 -0.91 -0.28 0.11 0.2751
H -2.612534 0.476043 -0.683802 0.59 -0.11 0.10 0.2820
H -1.516281 -0.035272 -2.057455 -0.66 -0.32 -0.15 0.2576
H -1.541191 1.551499 -1.574759 -0.24 2.71 -0.83 0.2529
H 0.821879 -1.082377 -2.313127 0.30 0.88 -2.77 0.2509
H -0.082806 -1.931260 -1.161563 -0.12 -0.67 0.02 0.2377
H 1.581138 -1.439064 -0.809046 -0.34 0.01 -0.18 0.2515
H 1.239962 1.470525 2.335016 -0.26 -0.73 -0.24 0.4259
```
Forces are in eV/Å.

Kohn-Sham gap: 9.840 eV
Calculated total energy: -16166.3441 eV
Net charge: +1
Relative energy (zero: lowest compared OMol25 entry of this formula, charge and spin): 123.43 kJ/mol



Molecular formula: C9H12CsN3O4S3
Method: DFT, ωB97M-V/def2-TZVPD

```
32
Properties=species:S:1:pos:R:3:forces:R:3:lowdin_charge:R:1
Cs 0.370539 -0.012873 0.067521 -0.60 -0.18 -0.49 0.8498
N 0.197090 2.313644 4.243481 -0.05 0.05 0.03 0.1317
C 0.308436 1.818674 2.964295 0.03 -0.19 -0.01 -0.5788
O -0.054534 0.665388 2.741570 -0.11 0.37 0.49 -0.1810
C 0.840479 2.787129 1.938467 -0.18 0.13 -0.15 -0.3351
C -0.180304 3.008629 0.815013 -0.33 -0.33 -0.01 -0.3240
H 0.043168 1.641918 4.976218 0.03 -0.03 -0.02 0.0861
H 0.698050 3.154464 4.467082 0.04 -0.01 0.00 0.0768
H 1.766825 2.346710 1.532353 -0.12 -0.02 0.06 0.0722
H 1.162766 3.694458 2.488841 0.05 -0.02 0.04 0.0744
H 0.221997 3.672606 0.043884 -0.02 0.09 0.09 -0.0483
H -1.139207 3.401329 1.198994 0.19 0.23 0.07 -0.0582
O 5.784665 0.935023 1.138780 -0.13 -0.02 -0.02 -0.5112
S 5.361226 0.085629 0.014998 0.40 -0.04 -0.02 -0.0401
O 5.822783 -1.303156 0.175493 -0.13 0.02 0.01 -0.5177
O 5.770571 0.646691 -1.281826 -0.12 0.00 0.02 -0.5144
S 3.270464 0.040239 0.030682 0.95 -0.03 -0.03 -0.1661
N -7.802477 1.039933 0.864477 -0.25 0.31 0.23 0.0755
C -7.292066 0.100861 0.073849 0.22 -0.33 -0.25 -0.8213
S -8.297244 -0.897531 -0.780851 0.04 -0.05 -0.04 0.6229
C -5.796859 0.024141 0.031245 -0.21 0.05 0.04 -0.2371
C -5.166519 -0.908515 -0.772723 0.12 -0.27 -0.25 -0.0463
C -3.778815 -0.954593 -0.793409 -0.23 0.05 0.09 -0.1193
N -3.007959 -0.144881 -0.075104 0.03 -0.29 -0.24 0.0537
C -3.606919 0.752687 0.692224 0.12 0.27 0.17 -0.1034
C -4.988018 0.868845 0.778071 0.10 0.14 0.11 -0.0105
H -8.804170 1.119683 0.900167 0.03 0.05 0.05 0.0900
H -7.230955 1.684339 1.378464 -0.01 0.02 0.02 0.0865
H -5.759823 -1.584891 -1.373257 0.04 0.01 0.01 0.0752
H -3.265544 -1.676367 -1.417913 0.00 -0.03 -0.02 0.1102
H -2.944589 1.416040 1.242335 0.02 -0.01 -0.01 0.1092
H -5.386481 1.630848 1.433100 0.07 0.04 0.04 0.0986
```
Forces are in eV/Å.

Kohn-Sham gap: 2.574 eV
Calculated total energy: -55240.9185 eV
Net charge: -2



Molecular formula: C4H10N2O2
Method: DFT, ωB97M-V/def2-TZVPD

```
18
Properties=species:S:1:pos:R:3:forces:R:3:nbo_charge:R:1
C -1.359013 -0.151711 -1.191196 2.05 1.45 -0.44 0.4200
C 0.439547 0.537758 -1.070925 -1.49 -1.07 -0.54 0.0711
C 0.869098 0.077190 1.978113 -0.30 -0.40 -0.12 -0.6881
N 1.348027 -0.546675 -0.939920 0.39 -0.03 0.01 -0.8431
C 0.124157 1.150223 1.203264 1.66 0.94 -0.86 -0.0541
O -1.878258 -0.241515 0.028859 0.41 0.61 1.63 -0.7212
O -1.175161 -1.354287 -1.831303 -0.25 -0.39 0.08 -0.7191
N 0.215380 1.431386 -0.072797 -0.89 0.14 1.50 -0.3653
H -1.327781 0.379864 0.714692 -1.03 -1.14 -1.59 0.4765
H -1.538436 -2.053473 -1.270446 0.08 0.14 -0.01 0.4879
H -1.819923 0.587147 -1.852853 -0.14 -0.18 0.07 0.1354
H 0.553813 1.026274 -2.037959 0.06 -0.07 0.08 0.1901
H 1.417252 -1.069915 -1.803065 -0.09 0.06 0.04 0.3804
H 1.122000 -1.191190 -0.198154 -0.09 -0.03 0.02 0.3606
H -0.155613 2.015663 1.802236 -0.32 -0.08 0.03 0.1916
H 0.481690 -0.920582 1.763236 0.01 -0.05 0.10 0.2119
H 1.932682 0.075500 1.731383 -0.10 0.11 0.02 0.2407
H 0.750537 0.248341 3.046836 0.02 0.00 -0.02 0.2248
```
Forces are in eV/Å.

Kohn-Sham gap: 8.844 eV
Calculated total energy: -11383.1203 eV
Net charge: 0
Relative energy (zero: lowest compared OMol25 entry of this formula, charge and spin): 364.96 kJ/mol



Molecular formula: H8N4
Method: DFT, ωB97M-V/def2-TZVPD

```
12
Properties=species:S:1:pos:R:3:forces:R:3:nbo_charge:R:1
N 1.666508 0.394251 -0.280746 0.54 -2.22 -0.14 -0.4315
N 1.835275 -0.879292 -0.373107 0.81 2.57 -0.48 -0.3094
H 0.359300 -1.646842 -0.336489 -2.49 0.12 0.72 -0.0653
H 2.093249 -1.230261 0.558695 -0.30 0.12 0.10 0.3220
H 0.177413 0.595604 0.586474 -1.41 -0.76 1.02 0.3942
H 1.467177 0.741640 -1.228734 0.10 -0.22 -0.01 0.3122
N -0.805145 0.219397 0.701583 -0.16 0.82 -0.43 -0.7014
N -1.792599 0.929527 -0.025342 0.03 0.09 -0.06 -0.6596
H -1.489869 1.889154 -0.158452 -0.15 -0.04 0.13 0.3389
H -1.902960 0.524362 -0.954130 0.11 -0.01 0.16 0.3332
H -1.190421 -0.268263 1.500508 0.52 0.68 0.02 0.3780
H -0.417928 -1.269278 0.009741 2.40 -1.15 -1.02 0.0886
```
Forces are in eV/Å.

Kohn-Sham gap: 8.628 eV
Calculated total energy: -6084.8479 eV
Net charge: 0
Relative energy (zero: lowest compared OMol25 entry of this formula, charge and spin): 316.62 kJ/mol



One value per record, in order, for strongest force on any atom: 2.03, 7.33, 4.09, 0.95, 2.54, 2.84 eV Å⁻¹.